Run A
Below is one molecule with the formula C6H12N4, with properties calculated with ωB97M-V with the def2-TZVPD basis set.

Structure (ORCA input):
```
! RIJCOSX wB97M-V def2-TZVPD def2/J DEFGRID3
* xyz 0 1
H 0.494 2.180 3.392
N 1.051 2.118 2.541
C 0.417 1.666 1.554
C -0.946 1.147 1.449
N -1.912 0.562 1.778
C 0.952 1.450 0.158
N -0.090 0.575 -0.392
N -0.732 1.168 -1.501
C 0.347 -0.975 -0.506
C -0.044 -1.669 0.757
C -0.234 -1.627 -1.745
H 1.961 1.017 0.173
H 0.951 2.396 -0.387
H -1.705 0.868 -1.495
H -0.304 0.910 -2.391
H 1.445 -0.974 -0.599
H -0.189 -2.739 0.629
H 0.662 -1.474 1.563
H -1.015 -1.163 1.173
H 0.120 -2.657 -1.807
H 0.093 -1.132 -2.657
H -1.321 -1.649 -1.690
*
```

**Gap between HOMO and LUMO**: 0.34363 Ha
**E_HOMO**: -0.3277 hartree
**SMILES**: [H]/N=C(\C#N)CN(N)C(C)C
**Lowest unoccupied orbital energy**: 0.43 eV

---

Run B
Below is one molecule with the formula C6H12N4, with properties calculated with ωB97M-V with the def2-TZVPD basis set.

Structure (ORCA input):
```
! RIJCOSX wB97M-V def2-TZVPD def2/J DEFGRID3
* xyz 0 1
C 1.430 -0.638 1.061
C -0.093 -0.388 0.867
C -0.606 0.852 1.448
C -0.838 -1.600 1.516
N -0.492 -0.506 -0.512
C -0.137 0.333 -1.501
N -0.527 0.173 -2.753
N 0.701 1.285 -1.117
C 0.922 2.302 -1.887
N 1.224 3.186 -2.610
H 1.788 -1.484 0.410
H 2.052 0.241 0.629
H 1.809 -0.748 2.078
H -1.676 0.869 1.434
H -0.218 1.715 0.828
H -0.262 0.975 2.403
H -0.678 -1.639 2.591
H -0.535 -2.607 1.139
H -1.935 -1.517 1.339
H -0.446 -1.462 -0.838
H -1.330 -0.308 -3.143
H -0.155 0.966 -3.382
*
```

**Gap between HOMO and LUMO**: 0.34987 Ha
**E_HOMO**: -0.3309 hartree
**SMILES**: CC(C)(C)N/C(N)=N/C#N
**Lowest unoccupied orbital energy**: 0.52 eV

---

Least stable of them? run A.

---

Run A
Below is one molecule with the formula C2H3NO2S2, with properties calculated with ωB97M-V with the def2-TZVPD basis set.

Structure (ORCA input):
```
! RIJCOSX wB97M-V def2-TZVPD def2/J DEFGRID3
* xyz 0 1
O 0.039 -1.897 0.006
C -0.418 -0.768 0.004
S -2.159 -0.531 -0.004
C 0.504 0.451 0.003
S -0.031 2.030 0.002
N 1.792 0.185 -0.007
O 2.444 -1.031 -0.004
H -2.053 0.790 -0.004
H 2.473 0.928 0.000
H 1.701 -1.675 0.013
*
```

**Gap between HOMO and LUMO**: 0.29253 Ha
**E_HOMO**: -0.3302 hartree
**SMILES**: O=C(S)C(=S)NO
**Lowest unoccupied orbital energy**: -1.02 eV

---

Run B
Below is C2H3NO2S2 as an isolated structure, with properties calculated with ωB97M-V with the def2-TZVPD basis set.

Structure (ORCA input):
```
! RIJCOSX wB97M-V def2-TZVPD def2/J DEFGRID3
* xyz 0 1
C 0.759 -1.218 -0.087
C -0.137 0.821 0.697
N -0.099 -0.520 0.514
O 3.209 -0.789 -1.212
O 2.763 -0.538 1.178
S 1.718 1.654 -0.350
S 2.381 -0.255 -0.192
H 0.612 -2.381 -0.257
H -1.092 1.173 0.372
H 0.287 1.175 1.639
*
```

**Gap between HOMO and LUMO**: 0.33546 Ha
**E_HOMO**: -0.3630 hartree
**Lowest unoccupied orbital energy**: -0.75 eV

---

Run C
Below is a 2-piece molecular cluster, C2H3NO2S2 overall, with properties calculated with ωB97M-V with the def2-TZVPD basis set.

Structure (ORCA input):
```
! RIJCOSX wB97M-V def2-TZVPD def2/J DEFGRID3
* xyz 0 1
C -0.549 -1.092 -0.681
C -1.613 0.776 0.502
N -1.228 -0.017 -0.374
O 2.546 -0.114 1.387
O 0.671 -1.225 -0.695
S 2.293 1.587 -0.785
S 2.675 -0.098 -0.040
H -1.190 -1.982 -1.092
H -2.173 1.677 0.110
H -1.432 0.489 1.667
*
```

**Gap between HOMO and LUMO**: 0.32029 Ha
**E_HOMO**: -0.3440 hartree
**Lowest unoccupied orbital energy**: -0.65 eV

---

Run D
Below is C2H3NO2S2 as an isolated structure, with properties calculated with ωB97M-V with the def2-TZVPD basis set.

Structure (ORCA input):
```
! RIJCOSX wB97M-V def2-TZVPD def2/J DEFGRID3
* xyz 0 1
C 1.147 -0.054 0.513
C -0.050 0.731 -1.320
N 1.065 0.590 -0.503
O -1.211 0.524 1.422
O -0.689 -1.836 1.862
S -1.237 -1.222 -0.855
S -0.586 -0.741 0.993
H 2.076 0.072 1.199
H -0.506 1.606 -1.005
H -0.009 0.329 -2.307
*
```

**Gap between HOMO and LUMO**: 0.33499 Ha
**E_HOMO**: -0.3601 hartree
**Lowest unoccupied orbital energy**: -0.68 eV

---

Least stable of them? run D.

---

Run A
Below is a 12-piece molecular cluster, C6H33NO12 overall, with properties calculated with ωB97M-V with the def2-TZVPD basis set.

Structure (ORCA input):
```
! RIJCOSX wB97M-V def2-TZVPD def2/J DEFGRID3
* xyz 0 1
C -3.485 1.004 0.226
C -2.992 -0.213 0.200
C -2.199 -0.703 -1.020
C -0.744 -0.346 -0.760
N 0.001 -1.713 -0.480
C 0.914 -1.829 0.498
C 1.519 -0.506 1.027
O 1.334 -2.962 0.756
H -3.912 1.451 1.059
H -3.597 1.603 -0.637
H -2.940 -0.910 1.030
H -2.285 -1.890 -1.236
H -2.692 -0.204 -1.963
H -0.384 0.062 -1.801
H -0.707 0.383 0.063
H -0.606 -2.519 -0.773
H 1.126 -0.210 2.014
H 2.594 -0.568 1.412
H 1.445 0.144 0.209
O 2.948 0.292 -3.186
H 2.200 0.113 -3.757
H 3.052 1.114 -2.836
O -0.364 3.139 0.415
H -1.157 3.733 0.279
H -0.055 3.689 1.247
O 2.085 2.533 -1.736
H 1.598 2.867 -2.500
H 1.857 2.788 -0.873
O -0.285 -2.569 -3.195
H 0.290 -2.809 -2.473
H 0.002 -3.166 -3.914
O 0.328 -1.323 3.813
H -0.255 -0.771 3.423
H 0.273 -2.238 3.946
O -2.981 -2.613 1.981
H -2.499 -2.928 2.750
H -3.848 -2.893 1.804
O -1.034 -5.019 0.114
H -1.355 -4.190 0.438
H -0.077 -4.979 0.259
O -0.941 3.702 3.356
H -0.331 3.889 2.628
H -0.928 2.696 3.296
O 0.062 1.306 -4.400
H -0.475 0.746 -4.954
H 0.389 0.702 -3.679
O 3.828 1.601 0.280
H 3.541 2.542 0.344
H 3.183 1.354 -0.413
O 3.013 2.580 2.560
H 2.212 2.272 2.936
H 3.336 1.766 2.221
*
```

**Gap between HOMO and LUMO**: 0.34463 Ha
**E_HOMO**: -0.3569 hartree
**SMILES**: C=CCCNC(C)=O.O.O.O.O.O.O.O.O.O.O.O
**Lowest unoccupied orbital energy**: -0.33 eV

---

Run B
Below is a 12-piece molecular cluster, C6H33NO12 overall, with properties calculated with ωB97M-V with the def2-TZVPD basis set.

Structure (ORCA input):
```
! RIJCOSX wB97M-V def2-TZVPD def2/J DEFGRID3
* xyz 0 1
C 0.791 -3.157 2.249
C 0.866 -2.977 0.935
C -0.013 -2.028 0.125
C -0.323 -0.733 0.872
C -1.217 0.146 0.030
O -0.917 0.730 -0.984
N 0.969 -0.016 1.301
C 1.240 1.285 0.642
H 0.433 -2.345 2.879
H 1.092 -4.023 2.819
H 1.550 -3.524 0.282
H -0.877 -2.542 -0.312
H 0.578 -1.883 -0.783
H -0.722 -1.095 1.801
H -2.256 0.396 0.352
H 1.820 -0.523 1.102
H 1.723 1.270 -0.334
H 0.275 1.778 0.581
H 1.858 1.941 1.252
O -2.611 2.021 -2.527
H -1.652 2.142 -2.572
H -2.561 1.066 -2.605
O -0.193 -2.488 -2.767
H -0.854 -1.807 -2.556
H -0.697 -3.245 -3.072
O -3.410 0.078 2.726
H -3.285 0.016 3.668
H -3.078 0.939 2.460
O -0.191 -0.064 4.078
H 0.159 0.610 4.656
H 0.122 -0.012 3.163
O 0.580 2.429 -3.198
H 1.333 2.628 -3.759
H 0.723 1.505 -2.894
O 3.303 3.319 0.032
H 3.246 3.909 0.779
H 2.632 3.576 -0.627
O 0.814 3.978 -0.874
H 0.601 4.371 -1.724
H 0.661 3.032 -0.955
O -2.736 -1.723 -1.957
H -3.161 -1.292 -1.168
H -2.963 -1.146 -2.692
O -3.296 -1.535 0.476
H -3.748 -1.203 1.262
H -3.559 -2.445 0.298
O 4.272 -0.049 2.473
H 3.823 -0.834 2.158
H 4.467 0.518 1.722
O 1.424 -0.059 -3.019
H 0.661 -0.642 -3.025
H 2.303 -0.294 -2.768
*
```

**Gap between HOMO and LUMO**: 0.34492 Ha
**E_HOMO**: -0.3401 hartree
**SMILES**: C=CC[C@H](C=O)NC.O.O.O.O.O.O.O.O.O.O.O
**Lowest unoccupied orbital energy**: 0.13 eV

---

Least stable of them? run A.

---

Run A
Below is C4H9NO as an isolated structure, with properties calculated with ωB97M-V with the def2-TZVPD basis set.

Structure (ORCA input):
```
! RIJCOSX wB97M-V def2-TZVPD def2/J DEFGRID3
* xyz 1 2
C 1.688 -0.200 -0.299
N 1.396 0.810 -1.148
C -1.240 -0.730 -0.851
C -1.364 0.508 -0.044
C -1.454 0.335 1.447
O 1.225 -0.665 0.794
H 2.656 -0.718 -0.844
H 2.425 1.080 -1.421
H -2.269 -0.181 -0.591
H -1.081 -0.662 -1.888
H -1.148 -1.660 -0.410
H -1.226 1.508 -0.424
H -1.734 1.210 2.083
H -0.531 -0.079 2.016
H -2.437 -0.325 1.657
*
```

**Gap between HOMO and LUMO (spin up / spin down)**: 0.32910 / 0.29166 Ha
**E_HOMO (spin up / spin down)**: -0.5437 / -0.5397 hartree
**Lowest unoccupied orbital energy (spin up / spin down)**: -5.84 / -6.75 eV

---

Run B
Below is an isolated ion of composition C4H9NO and charge +1, with properties calculated with ωB97M-V with the def2-TZVPD basis set.

Structure (ORCA input):
```
! RIJCOSX wB97M-V def2-TZVPD def2/J DEFGRID3
* xyz 1 2
N 0.779 1.688 1.100
C -0.264 0.861 0.885
C 0.017 -0.367 0.027
C -1.210 -1.267 -0.188
C 0.763 -0.067 -1.271
O -1.365 1.033 1.396
H 1.692 1.288 1.245
H 0.587 2.349 1.851
H 0.735 -0.983 0.592
H -1.583 -1.615 0.778
H -2.026 -0.651 -0.570
H -0.914 -2.131 -0.769
H 1.537 -0.807 -1.475
H 1.178 0.916 -1.495
H 0.074 -0.247 -2.106
*
```

**Gap between HOMO and LUMO (spin up / spin down)**: 0.43970 / 0.26084 Ha
**E_HOMO (spin up / spin down)**: -0.6092 / -0.6067 hartree
**Lowest unoccupied orbital energy (spin up / spin down)**: -4.61 / -9.41 eV

---

Least stable of them? run A.